Entry 1:
A structure of composition C21H9Cl5N3O8RuS2 in a non-equilibrium geometry. Source: the OMol25 dataset; level of theory: ωB97M-V/def2-TZVPD.

Positions of all 49 atoms, in Å:
Ru  -0.38  -0.66  -0.41
Cl  -0.95  -0.55  5.33
Cl  -2.49  -3.24  5.19
Cl  -2.70  -4.77  2.46
Cl  0.36  0.65  2.83
Cl  -1.36  -3.55  -0.08
S  -1.56  0.82  -2.75
S  -2.96  0.73  0.44
O  -3.17  -0.65  0.02
O  1.42  -0.08  0.26
O  -0.48  1.27  -1.87
O  -1.85  -0.58  -2.41
O  -3.74  1.15  1.58
O  2.12  -2.20  0.58
O  -1.39  1.12  -4.15
O  -1.50  0.97  0.55
N  2.38  -1.35  -3.64
N  0.74  -1.56  -1.83
N  4.74  -2.06  -3.41
C  6.03  -0.40  0.39
C  3.81  0.68  1.67
C  -4.68  3.36  -2.91
C  5.08  1.20  1.91
C  3.66  -0.40  0.81
C  2.30  -1.00  0.53
C  -1.08  -1.38  3.81
C  -3.53  1.76  -0.93
C  -3.00  1.76  -2.23
C  -1.27  -2.70  1.43
C  -1.86  -3.26  2.55
C  -5.20  3.38  -1.63
C  -0.59  -1.49  1.42
C  3.63  -1.72  -3.46
C  6.19  0.66  1.27
C  1.55  -1.42  -2.66
C  -0.50  -0.84  2.65
C  -3.59  2.56  -3.20
C  4.77  -0.94  0.17
C  -1.77  -2.58  3.77
C  -4.62  2.58  -0.65
H  -6.05  4.00  -1.38
H  4.63  -1.77  -0.51
H  6.88  -0.81  -0.14
H  7.17  1.08  1.44
H  2.94  1.11  2.14
H  -5.12  3.98  -3.69
H  -5.01  2.57  0.36
H  -3.17  2.54  -4.20
H  5.20  2.03  2.59

Computed properties:
**E_LUMO (spin up / spin down)**: 4.05 / 4.05 eV
**Spin multiplicity**: 2
**Frontier orbital gap (spin up / spin down)**: 7.32 / 7.20 eV
**Net charge**: -2
**<S²>**: 0.755


Entry 2:
A cluster of 19 separate species, C22H10Cl73FNO2S2 in total in a non-equilibrium geometry. Source: the OMol25 dataset; level of theory: ωB97M-V/def2-TZVPD.

Positions of all 111 atoms, in Å:
Cl  13.84  -6.76  1.61
Cl  1.45  -3.81  -3.49
Cl  -9.37  5.02  4.82
Cl  -15.17  4.52  -1.95
Cl  -1.06  -4.33  -4.84
Cl  -6.06  4.92  2.22
Cl  10.65  -7.09  0.54
Cl  -7.20  3.22  -2.87
Cl  2.98  -1.76  -1.19
Cl  15.33  -15.21  -2.62
Cl  -10.69  4.17  10.34
Cl  11.95  -10.00  -7.35
Cl  -8.58  -2.32  -4.33
Cl  -12.16  5.81  4.92
Cl  -3.20  7.28  -3.79
Cl  5.78  3.11  -0.23
Cl  -5.01  13.80  4.09
Cl  -10.08  7.75  5.48
Cl  9.03  -2.29  3.01
Cl  7.81  -6.07  -4.19
Cl  3.72  1.04  -1.07
Cl  4.45  -4.00  -4.02
Cl  16.21  -7.72  2.97
Cl  8.45  -7.76  -1.93
Cl  9.64  -8.29  -4.51
Cl  1.29  -5.88  -5.50
Cl  -3.01  13.20  2.08
Cl  12.50  -9.30  0.23
Cl  15.43  -13.64  -5.04
Cl  4.50  2.84  2.36
Cl  -8.94  1.45  -4.36
Cl  -6.04  10.59  3.57
Cl  9.24  -10.56  -6.49
Cl  -2.91  9.32  -1.76
Cl  -8.00  8.51  3.11
Cl  -11.05  -1.52  -5.62
Cl  12.94  -14.86  -4.22
Cl  11.27  -12.61  -6.29
Cl  -5.32  14.81  1.40
Cl  5.97  5.25  1.72
Cl  -8.51  -1.03  -6.93
Cl  6.94  -3.00  -5.12
Cl  -12.45  2.44  8.82
Cl  16.42  -6.54  0.33
Cl  14.03  -12.63  -2.73
Cl  -3.26  15.89  3.12
Cl  -5.19  7.84  3.28
Cl  11.30  -8.77  2.81
Cl  -12.71  3.72  -0.65
Cl  3.45  4.70  0.40
Cl  -13.35  3.58  11.33
Cl  5.50  -1.44  -3.15
Cl  3.53  -0.53  1.37
Cl  10.28  -11.81  -8.89
Cl  -11.31  1.52  11.32
Cl  -7.80  0.58  -1.84
Cl  -5.49  8.85  -2.98
Cl  -4.37  6.89  -1.17
Cl  6.82  -8.80  -4.10
Cl  9.68  -9.82  0.66
Cl  -6.20  9.29  0.99
Cl  15.79  -4.87  2.62
Cl  -9.51  -3.73  -6.68
Cl  1.12  0.17  -0.09
Cl  8.49  -3.52  0.44
Cl  -10.62  5.62  7.37
Cl  6.83  -3.89  -2.37
Cl  -9.85  2.62  -1.87
Cl  6.63  -1.59  1.54
Cl  -0.01  -6.25  -2.94
Cl  9.23  -0.72  0.58
Cl  -12.63  5.01  -3.24
Cl  -13.63  2.30  -3.00
S  -0.53  3.30  1.98
S  -6.85  3.05  1.87
F  -0.64  4.42  3.18
O  -7.37  3.06  0.47
O  -7.94  2.76  2.82
N  1.05  2.69  2.04
C  8.18  -7.73  -3.69
C  -3.99  8.08  -2.42
C  14.43  -14.09  -3.65
C  -4.34  2.03  2.84
C  15.57  -6.47  1.88
C  8.35  -2.03  1.39
C  -5.58  1.72  1.91
C  -4.15  14.43  2.67
C  -3.13  2.44  1.92
C  5.93  -3.08  -3.66
C  0.42  -5.07  -4.19
C  -10.56  6.05  5.65
C  -13.54  3.89  -2.21
C  2.84  -0.27  -0.25
C  11.03  -8.75  1.06
C  -1.72  1.96  2.46
C  -11.95  2.93  10.45
C  -6.36  9.06  2.74
C  -8.45  1.97  -2.74
C  4.93  3.97  1.06
C  10.68  -11.25  -7.26
C  -9.41  -2.15  -5.89
H  -3.20  2.08  0.86
H  1.66  3.46  1.72
H  -6.08  0.80  2.30
H  -3.09  3.57  1.91
H  -5.26  1.51  0.86
H  -4.13  1.12  3.46
H  1.10  1.90  1.37
H  -1.72  1.86  3.58
H  -4.54  2.89  3.53
H  -1.38  1.01  1.96

Computed properties:
**E_LUMO**: -4.80 eV
**Spin multiplicity**: 1
**Frontier orbital gap**: 7.06 eV
**Net charge**: +1


Entry 3:
A structure of composition C22H10F5N3O2SZn. Source: the OMol25 dataset; level of theory: ωB97M-V/def2-TZVPD.

Positions of all 44 atoms, in Å:
Zn  0.11  -0.05  0.70
S  -1.64  -0.98  1.78
F  -2.30  -5.77  3.36
F  -0.97  -5.20  -1.10
F  -1.60  -6.84  0.97
F  -2.32  -3.11  3.70
F  -1.02  -2.56  -0.80
O  1.52  4.31  -4.40
O  0.53  5.76  -2.95
N  1.48  -0.90  -0.70
N  0.39  1.47  -0.56
N  -0.12  1.78  1.99
C  2.48  -1.99  -3.03
C  0.94  4.66  -3.36
C  0.99  1.22  -1.73
C  0.74  3.51  -2.35
C  -0.43  2.82  1.20
C  -1.98  -4.97  2.34
C  -1.30  -4.68  0.08
C  -1.52  3.94  3.00
C  -1.63  -5.52  1.13
C  1.50  -0.18  -1.84
C  1.97  -2.15  -0.72
C  1.18  2.22  -2.65
C  1.98  -0.70  -3.02
C  -1.33  -3.31  0.27
C  -1.19  2.87  3.82
C  -1.64  -2.72  1.48
C  -0.49  1.81  3.27
C  -1.99  -3.59  2.50
C  0.18  3.76  -1.10
C  2.48  -2.73  -1.86
C  -1.13  3.92  1.67
C  0.04  2.71  -0.21
H  -1.48  2.85  4.86
H  -0.23  0.95  3.87
H  1.68  2.09  -3.60
H  2.85  -2.43  -3.96
H  -1.37  4.73  1.00
H  -2.08  4.78  3.38
H  1.94  -2.69  0.22
H  1.97  -0.10  -3.92
H  2.87  -3.74  -1.83
H  -0.08  4.78  -0.87

Computed properties:
**E_LUMO**: -1.29 eV
**Spin multiplicity**: 1
**Frontier orbital gap**: 6.89 eV
**Net charge**: 0


Number 1: energy -129640.4916 eV, molecular weight 773.78 g mol⁻¹. Number 2: energy -967070.2068 eV, molecular weight 2991.53 g mol⁻¹. Number 3: energy -104383.2788 eV, molecular weight 540.79 g mol⁻¹.